# 1
{"formula": "C10H13N2O2", "method": "ωB97M-V/def2-TZVPD", "homo_lumo_gap_ev": 9.216, "energy_ev": -17647.8717, "total_charge": 1, "relative_energy_kcal_mol": 19.8, "multiplicity": 1, "homo_ev": -13.438, "smiles": "O=C1NCC[C@@H](O)[C@@H]1[n+]1ccccc1", "largest_force_ev_per_a": 6.40, "symbols": ["O", "C", "N", "C", "C", "C", "O", "C", "N", "C", "C", "C", "C", "C", "H", "H", "H", "H", "H", "H", "H", "H", "H", "H", "H", "H", "H"], "coordinates": [[0.040, 2.484, -0.154], [-0.826, 1.646, -0.231], [-2.110, 1.713, -0.051], [-2.934, 0.630, -0.510], [-2.677, -0.694, 0.264], [-1.072, -0.864, 0.515], [-0.653, -2.186, 0.309], [-0.342, -0.024, -0.482], [1.102, -0.070, -0.260], [1.900, -0.467, -1.268], [3.369, -0.547, -1.000], [3.824, -0.121, 0.278], [2.878, 0.376, 1.206], [1.583, 0.356, 0.972], [-2.533, 2.666, 0.023], [-2.834, 0.596, -1.591], [-3.949, 1.133, -0.235], [-3.239, -0.784, 1.229], [-3.070, -1.492, -0.399], [-1.059, -0.624, 1.615], [-1.118, -2.957, 0.871], [-0.574, -0.266, -1.619], [1.492, -0.916, -2.094], [3.838, -1.080, -1.820], [4.951, 0.051, 0.408], [3.099, 0.808, 2.215], [0.912, 0.633, 1.807]], "lowdin_charge": [0.09, -0.41, 0.05, -0.18, -0.07, -0.36, -0.06, -0.10, -0.01, 0.07, 0.04, 0.01, -0.04, -0.03, 0.19, 0.12, 0.16, 0.13, 0.12, 0.16, 0.19, 0.20, 0.11, 0.11, 0.15, 0.15, 0.16]}

# 2
{"formula": "C10H13N2O5SSn", "method": "ωB97M-V/def2-TZVPD", "homo_lumo_gap_ev": [5.356, 5.357], "energy_ev": -40428.8429, "total_charge": 3, "relative_energy_kcal_mol": 27.2, "multiplicity": 1, "homo_ev": [-19.291, -19.292], "largest_force_ev_per_a": 6.32, "symbols": ["O", "C", "Sn", "O", "C", "C", "O", "C", "O", "C", "O", "H", "C", "N", "C", "C", "S", "N", "C", "C", "H", "H", "H", "H", "H", "H", "H", "H", "H", "H", "H", "H"], "coordinates": [[-5.911, -2.451, -0.367], [-4.831, -2.080, -0.513], [-2.211, -1.251, -0.574], [-4.377, -1.369, 2.157], [-3.759, -1.323, 1.181], [-0.973, -1.425, -3.013], [-0.692, -1.646, -4.104], [-2.712, 1.130, -1.159], [-2.763, 2.212, -1.493], [-1.651, -3.830, -0.218], [-1.261, -4.881, -0.160], [-2.654, -2.010, -2.187], [-0.052, 1.470, 2.371], [0.990, 1.431, 1.362], [1.576, 2.732, 1.026], [1.122, 0.366, 0.558], [0.089, -1.029, 0.797], [2.144, 0.320, -0.338], [3.451, 0.900, -0.071], [2.194, -0.779, -1.305], [0.142, 2.333, 2.999], [-0.005, 0.543, 2.942], [-1.057, 1.519, 1.938], [2.592, 2.813, 1.442], [1.623, 2.926, -0.056], [0.968, 3.514, 1.495], [3.644, 0.927, 1.001], [4.215, 0.272, -0.539], [3.539, 1.908, -0.490], [2.351, -1.744, -0.785], [1.258, -0.920, -1.882], [3.012, -0.579, -2.014]], "lowdin_charge": [0.23, -0.04, 0.89, 0.27, -0.12, -0.07, 0.18, 0.04, 0.24, 0.00, 0.23, 0.07, -0.05, -0.16, 0.00, -0.59, 0.80, -0.15, 0.00, -0.05, 0.12, 0.08, 0.09, 0.12, 0.12, 0.12, 0.12, 0.12, 0.11, 0.11, 0.04, 0.12]}

Please write out number 1 again, unchanged.
{"formula": "C10H13N2O2", "method": "ωB97M-V/def2-TZVPD", "homo_lumo_gap_ev": 9.216, "energy_ev": -17647.8717, "total_charge": 1, "relative_energy_kcal_mol": 19.8, "multiplicity": 1, "homo_ev": -13.438, "smiles": "O=C1NCC[C@@H](O)[C@@H]1[n+]1ccccc1", "largest_force_ev_per_a": 6.40, "symbols": ["O", "C", "N", "C", "C", "C", "O", "C", "N", "C", "C", "C", "C", "C", "H", "H", "H", "H", "H", "H", "H", "H", "H", "H", "H", "H", "H"], "coordinates": [[0.040, 2.484, -0.154], [-0.826, 1.646, -0.231], [-2.110, 1.713, -0.051], [-2.934, 0.630, -0.510], [-2.677, -0.694, 0.264], [-1.072, -0.864, 0.515], [-0.653, -2.186, 0.309], [-0.342, -0.024, -0.482], [1.102, -0.070, -0.260], [1.900, -0.467, -1.268], [3.369, -0.547, -1.000], [3.824, -0.121, 0.278], [2.878, 0.376, 1.206], [1.583, 0.356, 0.972], [-2.533, 2.666, 0.023], [-2.834, 0.596, -1.591], [-3.949, 1.133, -0.235], [-3.239, -0.784, 1.229], [-3.070, -1.492, -0.399], [-1.059, -0.624, 1.615], [-1.118, -2.957, 0.871], [-0.574, -0.266, -1.619], [1.492, -0.916, -2.094], [3.838, -1.080, -1.820], [4.951, 0.051, 0.408], [3.099, 0.808, 2.215], [0.912, 0.633, 1.807]], "lowdin_charge": [0.09, -0.41, 0.05, -0.18, -0.07, -0.36, -0.06, -0.10, -0.01, 0.07, 0.04, 0.01, -0.04, -0.03, 0.19, 0.12, 0.16, 0.13, 0.12, 0.16, 0.19, 0.20, 0.11, 0.11, 0.15, 0.15, 0.16]}